{
  "formula": "C24H33BrCaN5O6",
  "method": "ωB97M-V/def2-TZVPD",
  "species": ["Ca", "C", "C", "C", "C", "C", "C", "H", "H", "H", "H", "H", "H", "N", "C", "C", "C", "C", "N", "C", "N", "N", "C", "O", "O", "H", "H", "H", "H", "H", "H", "H", "H", "H", "H", "H", "H", "H", "H", "Br", "C", "C", "C", "C", "C", "C", "C", "O", "O", "H", "H", "H", "H", "O", "C", "O", "C", "N", "C", "C", "C", "H", "H", "H", "H", "H", "H", "H", "H", "H"],
  "xyz": [[0.1537, -1.4221, 0.4280], [-1.8491, -3.1082, 2.0585], [-2.5717, -3.2220, 0.8739], [-2.0072, -3.8460, -0.2311], [-0.7135, -4.3492, -0.1611], [0.0167, -4.2254, 1.0163], [-0.5531, -3.6092, 2.1306], [-2.2922, -2.6306, 2.9223], [-3.5782, -2.8284, 0.8180], [-2.5667, -3.9309, -1.1526], [-0.2667, -4.8108, -1.0307], [1.0336, -4.5943, 1.0693], [0.0200, -3.4964, 3.0429], [2.2606, -1.7824, -0.9074], [1.9412, -0.6313, -1.7741], [3.0210, -0.3088, -2.8130], [2.8183, 0.9764, -3.6230], [2.3909, 2.2032, -2.8182], [3.2343, 2.4488, -1.6538], [2.8398, 2.4423, -0.3740], [1.5696, 2.4718, -0.0140], [3.7591, 2.4155, 0.5998], [0.5172, -0.8134, -2.3443], [0.1180, 0.0078, -3.1851], [-0.1638, -1.7502, -1.8324], [3.1756, -1.6611, -0.4865], [2.2816, -2.6321, -1.4620], [1.8750, 0.2321, -1.0995], [3.1341, -1.1453, -3.5068], [3.9606, -0.2394, -2.2543], [2.0349, 0.8247, -4.3619], [3.7453, 1.1873, -4.1631], [1.3640, 2.0639, -2.4850], [2.4120, 3.0803, -3.4664], [4.2230, 2.5474, -1.8181], [0.7649, 2.5288, -0.6308], [1.3977, 2.3212, 0.9786], [4.7214, 2.2304, 0.3830], [3.3988, 2.1952, 1.5310], [1.2883, 1.1754, 8.0744], [0.5358, 0.5991, 6.4377], [-0.7042, -0.0192, 6.4409], [-1.2526, -0.4366, 5.2362], [-0.5527, -0.2611, 4.0532], [0.6915, 0.3573, 4.0636], [1.2317, 0.8100, 5.2598], [1.4595, 0.5615, 2.7855], [2.1257, 1.6063, 2.6707], [1.3745, -0.3529, 1.9066], [-1.2366, -0.1629, 7.3706], [-2.2339, -0.8941, 5.2304], [-0.9904, -0.5639, 3.1103], [2.1858, 1.3175, 5.2606], [-0.9908, 2.1822, -1.0386], [-1.4670, 1.0653, -0.7629], [-1.2013, 0.3444, 0.2339], [-2.4787, 0.4821, -1.7610], [-2.2831, 1.2385, -3.0454], [-3.6036, 1.7542, -3.5075], [-4.3541, 1.9534, -2.1982], [-3.9497, 0.7200, -1.3874], [-2.2267, -0.5639, -1.9147], [-1.7323, 0.6638, -3.6904], [-1.6657, 2.0155, -2.7444], [-4.0702, 0.9961, -4.1348], [-3.4594, 2.6620, -4.0878], [-5.4281, 2.0319, -2.3485], [-4.0090, 2.8657, -1.7089], [-4.5490, -0.1387, -1.6927], [-4.0747, 0.8515, -0.3143]],
  "gap_ev": 8.9474,
  "total_energy_ha": -4911.297086,
  "fmax_ha_per_bohr": 0.0089,
  "total_charge": 1,
  "e_homo_ev": -10.854,
  "de_lowest_ev": 0.0000
}

---

{
  "formula": "C44H42N3O5Sr",
  "method": "ωB97M-V/def2-TZVPD",
  "species": ["Sr", "C", "C", "C", "C", "C", "C", "C", "C", "C", "C", "H", "H", "H", "H", "H", "H", "H", "H", "H", "H", "H", "H", "H", "H", "C", "C", "C", "O", "C", "C", "O", "C", "O", "C", "C", "C", "C", "C", "C", "C", "C", "C", "C", "C", "C", "C", "O", "C", "C", "C", "C", "C", "C", "C", "C", "C", "C", "C", "C", "H", "H", "H", "H", "H", "H", "H", "H", "H", "H", "H", "H", "H", "H", "H", "H", "H", "H", "H", "H", "H", "H", "H", "H", "H", "H", "H", "H", "O", "N", "C", "C", "N", "C", "N"],
  "xyz": [[1.7461, -1.3231, 0.6521], [0.0868, 2.3306, 4.7304], [0.1697, 0.9188, 4.0314], [-0.2759, -0.2183, 4.9338], [1.5342, 0.7843, 3.4006], [1.9011, 1.7723, 2.4439], [3.0648, 1.6998, 1.7699], [4.0589, 0.8193, 2.2082], [5.5042, 0.8047, 1.6589], [3.7181, -0.1802, 3.1475], [2.3853, -0.2594, 3.6411], [-0.9132, 2.4426, 5.1737], [0.1072, 3.1564, 4.0263], [0.8447, 2.4444, 5.5151], [-0.5601, 0.9584, 3.2156], [0.2418, -0.2243, 5.9580], [-0.1694, -1.2447, 4.5210], [-1.3898, -0.0764, 5.1382], [1.1799, 2.5560, 2.1639], [3.2225, 2.4245, 1.0191], [6.0111, 1.6405, 2.2212], [5.7303, 1.0174, 0.5797], [6.0217, -0.1127, 1.8736], [4.3901, -0.9767, 3.3174], [2.1439, -1.0170, 4.3108], [-3.3597, 1.7893, -3.4260], [-2.6714, 0.4436, -3.0081], [-3.4588, -0.6146, -3.6909], [-2.8039, 0.2381, -1.5797], [-1.5148, 0.3695, -1.0115], [-0.6052, -0.0703, -2.1760], [-1.3153, 0.5414, -3.2288], [0.9264, 0.3465, -2.2717], [1.5835, -0.4905, -1.4531], [1.3196, 0.0806, -3.8004], [1.5480, 1.0076, -4.7908], [1.8061, 0.5776, -6.0387], [1.8701, -0.7651, -6.4014], [1.5257, -1.7287, -5.4333], [1.2925, -1.2799, -4.1143], [1.1747, 1.7981, -2.0762], [2.5137, 2.2300, -1.8687], [2.8198, 3.5824, -1.9273], [1.8075, 4.5134, -2.1302], [0.5078, 4.1241, -2.2415], [0.2417, 2.7654, -2.2612], [-1.4204, -0.2766, 0.4525], [-0.1533, 0.0162, 0.9124], [-1.7157, -1.7950, 0.5196], [-2.2717, -2.5350, -0.4982], [-2.3957, -3.9320, -0.3568], [-2.0349, -4.5712, 0.8265], [-1.5161, -3.8231, 1.8678], [-1.3926, -2.4350, 1.6794], [-2.4904, 0.4485, 1.2839], [-2.2544, 1.7162, 1.8086], [-3.1693, 2.4452, 2.5851], [-4.3739, 1.8709, 2.8781], [-4.6625, 0.5609, 2.4467], [-3.7460, -0.1261, 1.6465], [-4.0316, 1.6129, -4.2828], [-2.6526, 2.5842, -3.6512], [-3.9290, 2.1127, -2.5454], [-4.4519, -0.6698, -3.3660], [-3.0730, -1.6794, -3.6011], [-3.5850, -0.3999, -4.7434], [-1.2354, 1.3842, -0.7776], [-0.5589, -1.1366, -2.3191], [1.3478, 2.0951, -4.5924], [2.0508, 1.2746, -6.8190], [2.1178, -1.1385, -7.3434], [1.4593, -2.7996, -5.6267], [1.1048, -2.0231, -3.3237], [3.2829, 1.5193, -1.6182], [3.8199, 3.8840, -1.7702], [2.1519, 5.5586, -2.1543], [-0.3869, 4.8289, -2.3554], [-0.7940, 2.4596, -2.4196], [-2.5844, -2.0751, -1.4285], [-2.6885, -4.5368, -1.1947], [-2.0814, -5.6299, 0.8028], [-1.2174, -4.1724, 2.8494], [-1.0062, -1.8065, 2.5084], [-1.2334, 2.0782, 1.4586], [-3.0069, 3.4416, 2.8968], [-5.0185, 2.6169, 3.4042], [-5.6597, 0.1187, 2.6625], [-4.0153, -1.0618, 1.1923], [3.0376, -3.0742, 2.0297], [2.1110, -3.7101, 1.3903], [1.8302, -4.9639, 1.8213], [2.4962, -5.5751, 2.9327], [2.7673, -6.0846, 3.9245], [0.9721, -5.7911, 0.9912], [0.2950, -6.4006, 0.2942]],
  "gap_ev": [7.9006, 7.8995],
  "total_energy_ha": -2273.087877,
  "fmax_ha_per_bohr": 0.0648,
  "total_charge": -1,
  "e_homo_ev": [-5.603, -5.603],
  "de_lowest_ev": 0.2547
}

---

{
  "formula": "C3H6O3S",
  "method": "ωB97M-V/def2-TZVPD",
  "species": ["C", "C", "O", "C", "O", "O", "S", "H", "H", "H", "H", "H", "H"],
  "xyz": [[-0.3260, 0.7761, -0.7809], [-0.5847, 0.1154, 0.6391], [-1.7913, -0.4940, 0.8467], [0.5991, -0.9270, 0.8380], [0.4257, -2.0575, 1.2065], [2.1647, -0.4053, 0.4509], [3.2916, -1.5396, 0.0807], [-1.2602, 1.0586, -1.1301], [0.3684, 1.6066, -0.6082], [0.1983, 0.0282, -1.4300], [-0.7016, 0.8873, 1.4107], [-2.0928, -0.8963, 0.0330], [3.9290, -1.7526, 1.1754]],
  "gap_ev": 9.4772,
  "total_energy_ha": -741.734070,
  "fmax_ha_per_bohr": 0.0650,
  "total_charge": 0,
  "e_homo_ev": -8.887,
  "de_lowest_ev": 1.3135
}